{
  "formula": "C18H25CdF6N5O4PS",
  "method": "ωB97M-V/def2-TZVPD",
  "symbols": ["Cd", "C", "C", "C", "C", "C", "C", "C", "C", "C", "C", "H", "H", "H", "H", "H", "H", "H", "H", "H", "H", "H", "H", "H", "H", "H", "N", "N", "C", "N", "N", "N", "O", "O", "H", "H", "H", "H", "H", "F", "P", "F", "F", "F", "F", "F", "O", "C", "O", "C", "C", "C", "C", "S", "C", "C", "H", "H", "H", "H", "H"],
  "coordinates": [[0.0493, -0.1719, 0.1051], [-1.6999, -2.0196, 1.0309], [-0.5962, -2.3622, 1.8586], [-0.6801, -1.6036, 3.1009], [-1.8226, -0.8644, 3.0576], [-2.4774, -1.1164, 1.7686], [-3.7817, -0.5199, 1.3845], [-2.3681, 0.0815, 4.0754], [0.3612, -1.6435, 4.1727], [0.4011, -3.4259, 1.5699], [-2.1224, -2.7570, -0.2093], [-4.0768, -0.7902, 0.3727], [-3.7405, 0.5697, 1.4582], [-4.5674, -0.8540, 2.0692], [-3.3241, -0.2774, 4.4670], [-2.5548, 1.0689, 3.6451], [-1.6904, 0.2005, 4.9193], [1.3638, -1.5664, 3.7452], [0.3203, -2.5749, 4.7434], [0.2382, -0.8189, 4.8740], [1.3277, -3.2725, 2.1232], [0.6255, -3.4871, 0.5043], [-0.0006, -4.4003, 1.8720], [-1.2666, -3.0067, -0.8356], [-2.8109, -2.1638, -0.8118], [-2.6335, -3.6892, 0.0483], [2.8421, -0.3986, 1.0997], [3.0732, 0.7397, 1.8726], [2.0261, 1.5366, 2.1764], [2.2969, 2.7274, 2.7021], [0.8130, 1.0289, 1.9437], [-0.2842, 1.8289, 2.1110], [-1.2224, 1.5086, 1.3806], [-0.3536, 2.6908, 2.9612], [3.4075, -1.1635, 1.4385], [3.0152, -0.2224, 0.1138], [3.9606, 1.2101, 1.7680], [3.2023, 3.1349, 2.5389], [1.5254, 3.3552, 2.8640], [2.1947, 1.8078, -0.6325], [1.2149, 2.9616, -1.2990], [0.1932, 4.0184, -1.8948], [1.5933, 2.4228, -2.7491], [2.4297, 3.9956, -1.2976], [0.8130, 3.4065, 0.2175], [-0.0132, 1.8260, -1.2194], [0.5226, 2.1444, -7.0871], [-0.3433, 1.1975, -6.6551], [-1.3380, 0.9630, -7.2805], [0.0456, 0.4755, -5.4061], [1.3733, 0.2494, -5.0638], [1.6921, -0.4079, -3.8864], [0.6857, -0.8362, -3.0298], [1.1196, -1.6375, -1.5051], [-0.6468, -0.6341, -3.3914], [-0.9636, 0.0098, -4.5712], [1.1817, 2.3216, -6.4045], [2.1728, 0.5758, -5.7193], [2.7274, -0.5647, -3.6133], [-1.4355, -0.9795, -2.7330], [-1.9941, 0.1728, -4.8584]],
  "forces_ev_per_angstrom": [[0.20, -0.15, -0.02], [0.03, 0.00, -0.02], [0.00, 0.00, -0.05], [-0.05, 0.03, 0.02], [0.03, 0.02, 0.01], [-0.05, 0.04, 0.05], [0.04, -0.01, 0.02], [-0.03, -0.01, -0.01], [-0.04, 0.00, -0.02], [-0.03, 0.02, 0.01], [0.02, -0.02, 0.06], [0.00, 0.00, 0.00], [0.00, 0.00, 0.00], [0.00, 0.01, -0.01], [0.01, 0.00, 0.01], [0.02, -0.02, 0.00], [-0.01, 0.01, 0.00], [0.00, 0.01, 0.00], [0.02, 0.00, -0.01], [0.00, -0.02, 0.01], [0.00, 0.00, 0.00], [-0.01, -0.01, 0.00], [0.01, 0.01, 0.00], [0.01, 0.01, -0.02], [0.01, 0.00, -0.01], [-0.01, 0.02, 0.00], [-0.02, -0.04, 0.00], [0.00, -0.02, -0.04], [-0.11, 0.01, 0.01], [-0.03, 0.03, -0.02], [-0.05, 0.17, -0.20], [-0.19, -0.21, 0.25], [0.07, 0.12, 0.07], [0.11, 0.04, -0.16], [0.01, -0.01, 0.01], [0.01, 0.01, -0.03], [0.05, 0.01, 0.01], [0.01, -0.02, 0.01], [-0.05, 0.01, 0.02], [0.07, -0.05, 0.03], [-0.01, -0.03, 0.08], [0.01, -0.02, 0.00], [0.01, 0.02, -0.04], [-0.01, 0.01, 0.01], [0.01, 0.02, 0.01], [-0.07, 0.00, -0.01], [-0.01, 0.04, 0.03], [0.13, -0.15, -0.09], [-0.08, 0.05, 0.05], [0.01, 0.06, -0.01], [0.00, -0.01, 0.02], [0.01, 0.00, -0.06], [-0.03, 0.03, 0.06], [0.00, 0.02, -0.04], [0.02, 0.01, -0.01], [-0.05, 0.00, 0.01], [-0.01, 0.00, 0.01], [0.01, -0.01, 0.02], [-0.02, 0.00, -0.01], [0.00, -0.01, -0.02], [0.00, -0.01, 0.01]],
  "spin_multiplicity": 2,
  "total_charge": 0,
  "gap_ha": [0.2762, 0.2358],
  "e_lumo_ha": [-0.02395, -0.06482],
  "total_energy_ev": -75709.4802
}



{
  "formula": "C18H25ClIOP2Pt",
  "method": "ωB97M-V/def2-TZVPD",
  "symbols": ["C", "I", "H", "H", "H", "Pt", "P", "C", "C", "H", "H", "H", "C", "H", "H", "H", "H", "H", "H", "C", "O", "Cl", "C", "P", "C", "C", "C", "C", "C", "C", "C", "C", "C", "C", "C", "C", "H", "H", "H", "H", "H", "H", "H", "H", "H", "H", "H", "H", "H"],
  "coordinates": [[4.3902, 0.5183, 0.1764], [2.9212, 1.1033, -1.4264], [4.2816, -0.5205, 0.5220], [4.2716, 1.2133, 1.0155], [5.3319, 0.7064, -0.3769], [0.7775, 0.4728, 0.0142], [0.2242, -0.6017, -2.1808], [0.0842, 0.6103, -3.5114], [1.4832, -1.8087, -2.6652], [-1.1699, -2.3553, -1.3443], [-1.5990, -1.9318, -3.0249], [-2.1330, -0.8934, -1.6795], [-1.3183, -1.5263, -2.0444], [1.4588, -2.6508, -1.9691], [1.2844, -2.1641, -3.6811], [-0.0071, 0.0879, -4.4680], [0.9626, 1.2648, -3.5528], [2.4876, -1.3687, -2.6330], [-0.8074, 1.2303, -3.3707], [-0.0931, 2.0538, -0.4673], [-0.6275, 3.0530, -0.7668], [1.7426, -1.6591, 0.6583], [-0.5907, -0.9863, 3.0933], [-0.5073, 0.4103, 1.9436], [-2.2918, 0.6104, 1.5366], [-2.9946, -0.5273, 1.0787], [-4.3652, -0.4603, 0.8165], [-5.0236, 0.7659, 0.9333], [-4.3266, 1.9129, 1.3176], [-2.9450, 1.8533, 1.5328], [0.2291, 1.7368, 2.9780], [-0.3993, 2.9312, 3.3823], [0.3934, 4.0034, 3.8049], [1.7782, 3.8615, 3.9410], [2.3796, 2.6208, 3.7147], [1.5999, 1.5588, 3.2515], [-1.1352, -1.8085, 2.6289], [-1.1059, -0.6862, 4.0122], [0.4329, -1.2782, 3.3179], [-2.4625, -1.4695, 0.9189], [-4.9056, -1.3513, 0.4888], [-6.0651, 0.8472, 0.6385], [-4.8373, 2.8736, 1.4109], [-2.3719, 2.7768, 1.6611], [-1.4902, 3.0222, 3.3968], [-0.0841, 4.9577, 4.0322], [2.3945, 4.7176, 4.2147], [3.4530, 2.4780, 3.8691], [2.0753, 0.5968, 3.0591]],
  "forces_ev_per_angstrom": [[0.68, 0.35, -0.45], [2.43, 0.39, 0.87], [-0.29, 0.40, -0.68], [-0.17, 0.00, -0.51], [-0.53, -0.21, 0.52], [0.37, -2.27, -0.88], [0.19, -0.68, -0.19], [-0.22, 0.21, 0.03], [0.16, -0.12, 0.04], [0.04, 0.08, -0.14], [0.03, 0.04, 0.16], [0.10, 0.01, -0.14], [-0.25, -0.07, -0.03], [-0.03, 0.08, -0.14], [-0.07, 0.04, 0.08], [0.03, 0.01, 0.06], [-0.18, -0.15, -0.07], [-0.38, -0.21, -0.11], [0.12, -0.05, -0.02], [-2.64, 6.37, -1.79], [1.81, -3.97, 1.14], [-0.04, 0.09, 0.17], [-0.04, -0.15, 0.13], [-1.01, 0.01, 2.76], [0.47, 2.06, 0.24], [0.78, -0.32, 0.52], [-1.84, 1.01, -0.29], [-0.37, -1.58, -0.71], [-0.94, 0.52, -0.41], [2.35, -1.03, 0.22], [-1.13, 0.00, -0.27], [0.28, 0.48, -0.12], [-0.97, -0.32, -0.01], [0.55, -0.18, -0.21], [-0.19, -0.32, -0.06], [0.94, 0.21, -0.23], [0.27, -0.17, 0.07], [0.11, 0.01, -0.15], [-0.06, -0.25, 0.05], [-0.17, 0.26, 0.02], [0.14, 0.29, 0.13], [0.02, -0.07, 0.29], [0.01, -0.28, 0.03], [-0.36, -0.38, 0.07], [0.56, 0.11, -0.13], [0.16, -0.29, 0.08], [-0.21, -0.20, 0.05], [-0.44, 0.08, 0.05], [-0.06, 0.14, -0.05]],
  "spin_multiplicity": 5,
  "total_charge": 3,
  "gap_ha": [0.2134, 0.1354],
  "e_lumo_ha": [-0.35728, -0.51722],
  "total_energy_ev": -63534.8036
}



{
  "formula": "C18H25F6GeN2OPPb",
  "method": "ωB97M-V/def2-TZVPD",
  "symbols": ["Pb", "C", "H", "H", "Ge", "C", "C", "C", "C", "C", "C", "C", "C", "C", "C", "C", "C", "H", "H", "H", "H", "H", "H", "H", "H", "H", "H", "H", "F", "P", "F", "F", "F", "F", "F", "C", "N", "C", "C", "O", "N", "C", "C", "H", "H", "H", "H", "H", "H", "H", "H", "H", "H", "H", "H"],
  "coordinates": [[-0.3054, 1.2444, -1.1278], [0.7816, -0.9005, -0.0394], [0.0218, -0.7234, 0.7201], [0.4954, -1.6987, -0.6438], [2.6070, -0.5718, 0.5719], [2.9925, 1.2787, -0.0962], [3.1214, 1.5587, -1.4467], [3.2881, 2.8174, -1.9765], [3.3331, 3.9200, -1.1154], [3.0774, 3.7058, 0.2650], [3.0085, 2.4033, 0.7348], [3.5918, -2.2166, 0.2037], [3.9764, -2.6953, -1.0564], [4.6145, -3.8844, -1.2020], [4.8989, -4.6988, -0.0754], [4.4992, -4.2542, 1.1628], [3.8665, -3.0453, 1.2995], [2.7465, -0.3609, 2.1031], [3.1532, 0.7054, -2.1683], [3.5282, 2.8494, -3.0568], [3.4768, 4.9381, -1.5402], [3.1240, 4.5794, 0.9037], [2.8929, 2.2687, 1.7922], [3.7507, -2.0809, -1.9353], [4.9163, -4.2667, -2.1880], [5.4474, -5.6235, -0.1483], [4.7789, -4.8831, 1.9677], [3.6417, -2.6800, 2.2905], [-0.9434, 3.0309, 3.0039], [-1.4153, 3.0870, 1.5311], [-0.7887, 1.4878, 1.3084], [-2.8228, 2.4324, 1.8414], [-1.8098, 3.0467, -0.1309], [0.0685, 3.5652, 1.0116], [-1.9458, 4.5835, 1.5600], [-4.7172, -2.1221, 0.2669], [-3.3769, -1.4759, -0.0347], [-2.3050, -2.4141, 0.1236], [-3.1991, -0.2418, -0.5183], [-2.0620, -0.0203, -1.0596], [-4.1735, 0.6849, -0.5606], [-5.3366, 0.8116, 0.3655], [-4.1219, 1.8545, -1.4273], [-4.5949, -3.1391, -0.0044], [-5.5116, -1.6909, -0.2943], [-4.9812, -2.0507, 1.3057], [-1.9329, -2.3964, 1.1735], [-1.4073, -2.2794, -0.5079], [-2.7555, -3.3308, -0.1533], [-5.4365, -0.0332, 1.0122], [-6.2559, 0.8682, -0.2232], [-5.2550, 1.7495, 0.9897], [-5.0122, 1.8528, -2.0107], [-3.2496, 1.8081, -2.0840], [-3.9832, 2.6465, -0.6831]],
  "forces_ev_per_angstrom": [[0.35, 0.72, 0.74], [0.12, 1.02, 1.78], [-0.13, 0.12, 0.02], [-0.16, -1.18, -1.36], [0.95, 0.86, 0.29], [-0.04, 0.06, -0.10], [-0.03, -1.95, -1.28], [0.79, 0.52, -0.39], [-0.81, 0.19, 0.02], [1.29, 0.32, -1.81], [-0.61, -0.16, 0.65], [0.26, -0.48, 0.03], [-0.86, 1.55, -0.30], [1.02, -2.22, -0.05], [-0.39, 1.13, -1.01], [0.54, -0.51, -0.73], [-0.37, 1.30, 0.28], [-0.49, -0.18, -0.23], [-0.06, 0.66, 0.54], [-0.35, 0.46, 0.77], [-0.07, -0.86, 0.56], [-0.26, -0.30, 0.27], [-0.02, -0.08, 0.49], [0.19, -0.30, 0.17], [-0.18, 0.42, 0.42], [-0.02, -0.12, -0.27], [-0.10, -0.18, 1.07], [-0.16, -0.06, 0.20], [0.02, 0.10, 0.65], [0.99, 1.01, -1.20], [-0.25, -0.03, -0.65], [-0.11, 0.04, -0.08], [0.18, -0.65, 0.09], [-0.58, -0.15, 0.24], [0.07, -0.73, 0.31], [1.46, 1.25, -0.12], [-2.07, 0.12, 0.31], [1.66, 0.45, 0.68], [-0.75, -0.08, -0.17], [0.14, 0.20, -0.36], [-0.64, -0.77, 0.71], [0.40, 0.69, -0.09], [1.62, -0.31, 1.11], [-0.17, -0.91, -0.20], [-0.39, 0.38, -0.67], [0.12, -0.05, 0.59], [-0.36, -0.40, -0.55], [-0.97, 0.31, 0.08], [0.22, -1.29, 0.15], [0.17, -0.21, 0.43], [0.12, 0.09, -0.03], [0.16, -0.98, -0.75], [-0.73, 0.50, -0.35], [-0.27, 0.06, 0.09], [-0.42, 0.61, -1.00]],
  "spin_multiplicity": 2,
  "total_charge": 1,
  "gap_ha": [0.3006, 0.2194],
  "e_lumo_ha": [-0.13568, -0.21693],
  "total_energy_ev": -111454.2891
}



{
  "formula": "C18H25FN2O3",
  "method": "ωB97M-V/def2-TZVPD",
  "symbols": ["C", "C", "C", "C", "O", "C", "C", "C", "C", "C", "C", "C", "H", "H", "H", "H", "N", "C", "H", "C", "N", "C", "O", "O", "C", "C", "H", "H", "H", "H", "H", "C", "H", "H", "C", "H", "H", "H", "H", "H", "F", "H", "H", "H", "H", "H", "H", "H", "H"],
  "coordinates": [[-4.5558, -2.1790, 0.5453], [-3.9329, -0.7900, 0.7599], [-3.5077, 0.0408, -0.5468], [-3.0918, 1.2867, -0.1542], [-3.8590, 2.0213, 0.0979], [-1.7202, 1.3749, -0.0616], [-1.1578, 1.6793, 1.2635], [0.2779, 1.9091, 1.0807], [1.1028, 1.6715, 0.0228], [0.5608, 1.3412, -1.1093], [-0.9128, 1.4820, -1.2154], [-1.5226, 1.1034, -2.6989], [-2.4558, 1.0573, -2.7567], [-0.8776, 1.6941, -3.3051], [-1.2811, -0.0568, -2.9872], [1.0423, 1.1982, -1.8610], [2.5648, 1.5958, 0.2995], [3.3355, 1.7145, -0.8439], [3.0173, 2.4802, -1.7700], [3.6305, 0.3743, -1.3018], [3.3772, -0.5891, -0.4098], [2.1830, -1.2584, -0.1961], [1.6635, -1.4692, -1.2999], [1.9572, -1.8312, 1.0323], [0.8743, -2.5592, 0.6726], [-0.3243, -1.9015, 1.0386], [-0.5347, -1.4854, 0.1663], [-0.3258, -1.1218, 1.8946], [-1.3317, -2.6370, 1.2550], [0.8783, -3.3832, 0.0806], [1.0497, -3.2523, 1.7391], [3.9502, -0.1304, 0.7992], [5.0646, 0.1669, 0.7598], [3.8995, -1.0172, 1.6553], [3.1727, 1.0909, 1.3863], [2.5210, 1.0774, 2.1765], [3.9224, 1.8940, 1.6480], [4.6971, 0.2507, -1.4848], [2.9824, 0.0728, -2.2181], [4.1933, 2.3814, -0.5357], [0.8877, 2.1679, 2.5744], [-1.8168, 2.0829, 2.2026], [-4.6395, 0.0210, -1.1330], [-2.9527, -0.7709, -1.0086], [-4.9654, -0.1354, 1.1927], [-3.0702, -0.9103, 1.4216], [-3.7600, -2.8813, 0.0048], [-5.3471, -2.2779, -0.1487], [-4.8627, -2.5932, 1.2767]],
  "forces_ev_per_angstrom": [[6.80, 3.60, -10.93], [-3.99, 1.87, 0.45], [-6.61, -8.56, -1.91], [6.41, -7.08, -3.40], [-9.92, 11.55, 4.06], [6.09, 3.21, 1.85], [2.16, 1.89, -1.95], [-3.80, -0.18, 7.15], [5.33, -0.31, 5.46], [-10.55, 2.77, 4.47], [0.54, -3.90, -1.10], [9.69, -2.85, 3.03], [-8.00, 0.99, -0.74], [-0.50, 0.60, -1.22], [0.06, 2.58, 1.00], [5.56, -1.95, -8.89], [-7.80, 3.77, -3.83], [1.26, 5.35, -1.89], [-0.24, -2.21, 2.50], [0.37, -0.84, -7.04], [-0.11, -2.37, 6.89], [3.59, 1.11, -4.60], [-2.23, -0.78, 2.27], [2.43, 3.26, -4.71], [-0.49, -6.05, 10.68], [-5.32, -0.71, 3.70], [-2.18, 3.11, -3.67], [0.51, -1.48, -1.46], [3.09, 1.70, -0.56], [0.48, -1.30, -3.01], [-0.95, 0.45, -2.25], [2.39, -2.51, 6.13], [-1.70, -0.70, -0.55], [0.43, 2.17, -2.30], [4.25, 0.71, -0.17], [-1.37, -1.16, 1.93], [-0.08, -0.87, 0.44], [0.18, 0.26, -0.95], [1.47, 0.78, 0.98], [0.16, -1.24, -0.18], [-1.16, -0.30, -4.06], [1.99, -1.54, -2.47], [3.30, 0.53, 1.29], [0.99, 0.81, -0.71], [3.56, -1.51, -0.44], [-0.39, 0.49, 0.34], [-1.26, 1.15, 1.34], [-1.07, 0.82, -1.02], [-3.41, -5.12, 10.07]],
  "spin_multiplicity": 1,
  "total_charge": 0,
  "gap_ha": 0.3115,
  "e_lumo_ha": 0.00966,
  "total_energy_ev": -30896.9066
}



Which formula does entry 4 have? C18H25FN2O3